(1)
5 unconnected molecules or ions with the total composition C16H26I2N4O3S. Source: OMol25; level of theory: ωB97M-V/def2-TZVPD.

As for the spin multiplicity: 1. The value obtained for the lowest unoccupied orbital energy is 0.011 hartree.

Positions of all 52 atoms, in Å:
C 2.7868 0.1879 1.0508
C 2.7209 0.2182 -0.4930
I 3.0737 -1.7702 -1.1960
C 1.4724 0.9171 -1.1616
I 0.6115 -0.2796 -2.7794
C 0.3808 1.2725 -0.1895
C 0.5414 2.6255 0.5428
C -0.7319 2.5285 1.4065
C -1.6857 1.9223 0.3596
C -2.9140 1.1728 0.8764
S -2.7748 -0.5866 1.1352
O -1.4767 -1.0815 0.7730
O -3.9130 -1.2150 0.5248
O -0.9410 1.3804 -0.7148
H 3.5882 0.8346 1.4066
H 1.8741 0.4531 1.5647
H 3.0460 -0.8100 1.3894
H 3.5968 0.7430 -0.8564
H 1.7920 1.8034 -1.6983
H 0.2593 0.5737 0.6366
H 0.5510 3.5046 -0.0969
H 1.4715 2.5387 1.1031
H -1.0305 3.5190 1.7376
H -0.4912 1.8997 2.2589
H -2.1470 2.8083 -0.0994
H -3.7939 1.3200 0.2585
H -3.1431 1.5849 1.8624
H -2.8764 -0.6931 2.4842
C -4.2774 2.0624 -4.0498
C -3.1405 1.3266 -3.5144
N -2.2398 0.7531 -3.0921
H -4.0105 3.1011 -4.2379
H -4.6132 1.6225 -4.9871
H -5.1111 2.0458 -3.3498
C 3.7342 -0.5711 -6.0816
C 4.5415 -0.5281 -4.8731
N 5.1547 -0.4937 -3.9054
H 4.2560 -1.1038 -6.8748
H 2.7901 -1.0778 -5.8882
H 3.5146 0.4358 -6.4316
C -0.4776 -1.4630 4.4271
C -0.8304 -0.0596 4.2980
N -1.1100 1.0424 4.1396
H -0.6262 -1.8146 5.4470
H -1.0875 -2.0758 3.7636
H 0.5666 -1.6224 4.1651
C 0.2607 -5.0875 2.9772
C 1.3233 -4.2165 3.4557
N 2.1571 -3.5252 3.8317
H 0.0178 -4.8583 1.9407
H 0.5657 -6.1306 3.0351
H -0.6397 -4.9627 3.5766



(2)
C16H26N4O2 in the gas phase. Source: OMol25; level of theory: ωB97M-V/def2-TZVPD.

As for the spin multiplicity: 1. For the relative energy (zero: lowest compared OMol25 entry of this formula, charge and spin), the calculation gives 2.892 eV. The value obtained for the lowest unoccupied orbital energy is 0.025 hartree.

Positions of all 48 atoms, in Å:
C 2.3812 -2.4989 -1.2543
C 1.6870 -1.7380 -0.4498
C 1.4330 -1.2303 0.8968
C 2.3423 -0.2142 1.5309
O 3.4949 -0.0488 1.1726
N 1.7806 0.5078 2.5273
C 0.3752 0.5486 2.8600
H 0.2937 0.5397 3.9521
C -0.2488 1.8441 2.2909
N 0.7036 2.9417 2.1973
C 1.2845 3.1324 0.8833
H 1.9073 2.2998 0.5319
H 1.9013 4.0304 0.9101
H 0.4793 3.2957 0.1668
C 1.6891 2.8469 3.2527
C 2.5501 1.5689 3.1533
H 2.8754 1.2508 4.1510
H 3.4372 1.7312 2.5374
H 2.3312 3.7289 3.2167
H 1.1452 2.8634 4.2014
H -0.6655 1.6532 1.3011
H -1.0702 2.1590 2.9452
H -0.1577 -0.3152 2.4692
H 0.9560 -1.9118 1.5944
C 0.5719 -0.7926 -0.2865
C -0.8608 -1.2570 -0.2773
O -1.4112 -1.5779 0.7643
N -1.4883 -1.2912 -1.4684
C -0.9241 -0.9210 -2.7454
H 0.1354 -0.6954 -2.6459
C -1.6897 0.2946 -3.3014
N -3.1186 0.0752 -3.3922
C -3.5261 -0.7437 -4.5134
H -4.6145 -0.7615 -4.5501
H -3.1651 -1.7807 -4.4788
H -3.1600 -0.2833 -5.4303
C -3.6434 -0.3616 -2.1121
C -2.9068 -1.5818 -1.5379
H -3.2542 -1.8055 -0.5288
H -3.0636 -2.4599 -2.1738
H -4.7054 -0.5852 -2.2220
H -3.5365 0.4735 -1.4121
H -1.3063 0.5566 -4.2889
H -1.5317 1.1464 -2.6312
H -1.0318 -1.7700 -3.4314
H 0.7127 0.2189 -0.6559
H 3.2195 -3.0700 -0.8930
H 2.1562 -2.5743 -2.3063



(3)
A molecular structure, C16H26N6O6Pt. Source: OMol25; level of theory: ωB97M-V/def2-TZVPD.

As for the spin multiplicity: 3. For the relative energy (zero: lowest compared OMol25 entry of this formula, charge and spin), the calculation gives 3.657 eV. The value obtained for the lowest unoccupied orbital energy (alpha / beta) is -0.003 / -0.001 hartree.

Positions of all 55 atoms, in Å:
O 0.2342 -0.4899 -3.2368
H 0.1256 -0.3524 -4.2005
Pt 0.7274 0.1759 -0.1394
N 1.7693 -1.5054 -0.8684
N -0.4241 -1.5952 0.2878
N 0.7711 2.2765 -0.1674
N -0.6235 0.8817 1.2212
O 3.0098 -1.4391 -1.1632
O 1.7371 2.9576 -0.6813
O -0.9875 0.2357 2.3114
O -1.4592 -1.7178 1.0447
C -0.1272 -2.7168 -0.4148
C 1.1036 -2.6640 -1.0838
C -0.2549 2.9662 0.3703
C -1.1110 2.1444 1.1225
C 1.7437 -3.7337 -1.8796
H 1.5130 -3.6042 -2.9484
H 1.3792 -4.7245 -1.5843
H 2.8329 -3.7129 -1.7736
C -0.9942 -3.9042 -0.2641
H -2.0232 -3.6969 -0.5787
H -1.0238 -4.2504 0.7776
H -0.6263 -4.7319 -0.8790
C -0.2529 4.4452 0.3297
C -2.2440 2.6216 1.9532
H 0.2531 4.8125 -0.5700
H 0.2691 4.8672 1.2022
H -1.2760 4.8333 0.3544
H -2.9981 1.8389 2.0959
H -2.7361 3.4761 1.4640
H -1.9076 2.9648 2.9457
H 2.7476 0.1312 -1.6013
H -1.2863 -0.7251 1.8802
C -1.0727 0.3761 -1.9408
H -1.5415 -0.5720 -2.1879
H -0.9283 1.1580 -2.6808
H -1.7199 0.8397 -1.1584
O 1.9690 0.7490 -1.6608
H 0.9889 0.0653 -2.9137
H 2.1549 1.7262 -1.4772
N 2.2978 -1.6591 3.3377
C 1.9611 -1.6182 2.0279
N 1.6932 -0.3601 1.6900
C 1.9659 0.4730 2.7625
C 1.7827 1.8417 2.9612
C 1.8464 2.3187 4.2717
C 2.1565 1.4707 5.3503
C 2.3890 0.1022 5.1400
C 2.2984 -0.3555 3.8337
H 2.5267 -2.4968 3.8431
H 1.9209 -2.4876 1.3907
H 1.6237 2.4785 2.0922
H 1.6624 3.3783 4.4603
H 2.2157 1.8909 6.3558
H 2.6258 -0.6029 5.9325



(4)
A molecular structure, C16H26O2SbSe4W. Source: OMol25; level of theory: ωB97M-V/def2-TZVPD.

As for the spin multiplicity: 1. For the relative energy (zero: lowest compared OMol25 entry of this formula, charge and spin), the calculation gives 0.146 eV. The net charge is +1. The value obtained for the lowest unoccupied orbital energy is -0.163 hartree.

Positions of all 50 atoms, in Å:
W 0.4250 -1.4672 0.0695
Se -0.5951 0.2614 1.7035
Se -0.9134 -3.3358 1.4476
Se 1.3902 -3.0638 1.4800
Se 2.2232 -0.3171 -0.6201
C -4.7557 -3.5794 -5.9671
C -3.8062 -3.1506 -4.8889
C -4.0091 -1.9671 -4.1896
C -3.1675 -1.5637 -3.1677
C -3.4753 -0.2630 -2.4764
C -2.0580 -2.3861 -2.8514
C -1.8259 -3.5959 -3.5549
C -0.6895 -4.5394 -3.2646
C -2.7156 -3.9461 -4.5540
C -1.1596 -1.9923 -1.7956
O 0.0173 -2.5065 -1.6235
O -1.4114 -1.0972 -0.9070
H -5.3281 -2.7378 -6.3526
H -5.4626 -4.3115 -5.5706
H -4.2251 -4.0519 -6.7929
H -4.8505 -1.3371 -4.4509
H -4.2955 0.2349 -2.9891
H -2.6171 0.4079 -2.4655
H -3.7645 -0.4261 -1.4387
H 0.2738 -4.0923 -3.5073
H -0.8092 -5.4421 -3.8597
H -0.6571 -4.8216 -2.2127
H -2.5543 -4.8721 -5.0928
C -0.2994 3.0409 4.3985
C 0.8095 2.0045 4.5440
Sb 1.4774 1.2568 2.6768
C 2.2591 2.8319 1.4832
C 1.2434 3.3539 0.4731
C 3.0455 -0.1082 3.0874
C 4.2019 0.5721 3.8121
H -0.6487 3.3517 5.3828
H -1.1584 2.6400 3.8591
H 0.0483 3.9327 3.8758
H 0.4828 1.1240 5.0986
H 1.6839 2.4131 5.0534
H 3.1471 2.4233 1.0002
H 2.5836 3.5984 2.1889
H 0.9231 2.5627 -0.2056
H 1.6873 4.1522 -0.1214
H 0.3549 3.7555 0.9604
H 3.3478 -0.5286 2.1298
H 2.5927 -0.9084 3.6742
H 4.6347 1.3806 3.2208
H 4.9938 -0.1529 3.9993
H 3.9000 0.9809 4.7771



(5)
A molecular structure, C16H27NO3. Source: OMol25; level of theory: ωB97M-V/def2-TZVPD.

As for the spin multiplicity: 1. For the relative energy (zero: lowest compared OMol25 entry of this formula, charge and spin), the calculation gives 17.353 eV. The value obtained for the lowest unoccupied orbital energy is -0.035 hartree.

Positions of all 47 atoms, in Å:
O 2.4038 -5.6706 0.5749
C 2.6561 -4.4094 0.7584
O 3.7890 -4.0201 1.1318
H 4.5220 -4.8244 1.3031
C 1.9640 -3.3288 0.6177
C 0.5566 -3.6559 0.3228
C -0.5125 -2.6267 0.3392
O -1.6296 -2.7931 0.3220
N -0.0343 -1.4291 -0.4227
H 0.9046 -1.2262 -0.5733
C -1.0827 -0.3452 -0.5821
C -0.7830 0.2131 -2.0415
H 0.2220 1.1212 -1.9622
C -2.1641 0.9669 -2.5236
H -2.7737 0.2434 -2.6141
H -1.8741 1.1880 -3.4057
C -2.5286 2.3029 -1.6369
H -2.9228 1.9022 -0.6682
H -3.5698 2.6378 -2.4246
C -1.6750 3.2944 -1.6051
H -0.5487 2.8920 -1.4714
C -2.0723 4.2369 -0.5404
H -2.5010 3.8438 0.2221
H -2.8437 4.9631 -0.9016
C -0.7494 5.2249 -0.4603
H -1.1689 6.0314 0.5576
H -0.2801 5.9211 -0.9115
C 0.3131 4.4657 0.2814
H 0.8323 3.7759 -0.2537
C 0.0673 3.6788 1.7187
H -1.0087 3.3212 1.5161
H 0.3285 4.2483 2.4553
C 0.9077 2.3991 1.7813
H 0.8516 1.9609 2.8214
H 2.0694 2.6760 1.8473
C 0.5852 1.2829 0.6120
H 1.1453 1.7777 -0.4051
H 1.2888 0.4611 1.1249
C -0.6957 0.7475 0.6364
H -1.4596 1.4486 0.5579
H -0.9494 0.3625 1.7550
H 1.0590 5.0242 0.8294
H -1.4193 3.7503 -2.5893
H -0.4641 -0.5132 -2.4550
H -1.9327 -0.7070 -0.4313
H 0.1645 -4.4680 0.0298
H 2.1723 -2.3553 1.0046



Question: Among the records above, which one has the highest spin multiplicity?
Answer: C16H26N6O6Pt



Question: What is the formula in the fourth record?
Answer: C16H26O2SbSe4W



Question: Number 4 is which compound?
Answer: C16H26O2SbSe4W